44
Properties=species:S:1:pos:R:3:forces:R:3 method="wB97M-V/def2-TZVPD" orbital_gap_ev=2.68 lumo_ha=-0.1055 spin_multiplicity=1
N -4.540035 0.241297 1.569107 0.38 -0.35 -0.25
C -3.561436 -0.946762 1.525982 -0.39 0.50 0.59
N -3.343055 -1.327168 2.998444 -0.72 1.48 -0.31
N -4.213743 -2.037202 0.705291 -0.13 0.40 2.72
C -2.111954 -0.424664 0.964974 -0.40 1.07 1.03
S -1.291807 -1.547805 -0.289754 2.17 0.49 -6.39
O -2.010012 -1.312193 -1.675648 1.38 -0.95 5.20
O 0.172299 -1.049175 -0.494877 -4.19 -1.30 1.89
N -1.435065 -3.256689 0.040123 2.03 3.27 2.28
S -0.578669 -3.730382 1.487315 -1.81 -7.45 2.16
O -1.539610 -3.857444 2.733330 3.57 2.25 -4.20
O -0.078347 -5.205532 1.230652 -1.05 6.24 0.25
F 0.809140 -2.789891 1.851305 -2.67 -1.13 -0.66
H -4.026463 1.143025 1.681548 -0.57 -1.07 -0.96
H -5.175427 0.235781 0.741441 1.02 0.40 0.77
H -4.278585 -1.532218 3.462307 1.40 0.20 -0.98
H -2.925459 -0.447869 3.429112 -0.05 -2.42 -0.87
H -3.902913 -2.942320 1.171319 -0.26 1.26 -1.05
H -5.256869 -1.974439 0.899866 1.63 -0.12 -0.24
H -1.379295 -0.213931 1.883152 -1.46 -0.88 -2.30
H -2.315077 0.619890 0.423930 0.72 -2.52 0.78
C -2.274830 3.835861 2.732018 0.06 0.26 -0.16
C -2.059076 2.437246 3.138961 0.45 -0.62 0.19
N -1.888614 1.332206 3.460626 -0.22 2.19 -0.19
H -1.468751 4.488433 3.083704 -0.03 -0.35 0.06
H -2.321312 3.937490 1.642558 0.06 -0.29 0.16
H -3.212292 4.234189 3.134224 0.13 -0.25 0.04
C 2.258789 0.100194 -3.934072 -0.27 -1.83 0.34
C 2.543529 0.648406 -2.573418 -0.69 -1.80 1.42
O 3.232450 1.853917 -2.845896 0.31 2.15 -2.17
C 2.872391 2.241059 -4.104520 -3.92 -2.95 1.45
O 3.145610 3.322996 -4.596910 -1.68 0.75 0.19
O 2.166252 1.260330 -4.739351 0.99 2.72 0.16
H 1.326150 -0.469686 -3.966625 0.13 0.26 -0.08
H 3.073026 -0.527595 -4.310876 -0.05 0.11 -0.02
H 1.629609 0.881301 -2.016814 0.16 0.03 -0.05
H 3.162486 -0.025290 -1.974515 0.05 0.31 -0.06
Na -3.983702 0.919383 4.246055 -0.92 -0.13 0.25
Ca 5.008713 2.614444 -4.724003 5.81 -0.70 -0.19
O 8.017408 0.801523 -0.470194 -0.14 0.20 -0.13
S 7.954302 -0.145814 -1.598081 0.37 -1.29 2.08
O 7.733734 0.596985 -2.852164 -0.56 1.11 -2.00
O 6.843070 -1.090706 -1.384652 -0.50 0.24 -0.27
O 9.223441 -0.891180 -1.684976 -0.13 0.49 -0.47